Entry 1:
{"formula": "C29H53BClN2O23P2S", "method": "ωB97M-V/def2-TZVPD", "orbital_gap_ev": 6.23, "total_charge": -1, "e_homo_ev": -4.587, "fmax_ha_per_bohr": 0.0098, "energy_ev": -123621.4163, "species": ["C", "C", "B", "O", "P", "N", "C", "C", "C", "Cl", "O", "N", "O", "P", "O", "O", "S", "H", "H", "H", "H", "H", "H", "H", "H", "H", "H", "H", "H", "H", "H", "H", "H", "H", "C", "C", "C", "O", "C", "O", "O", "H", "H", "H", "H", "H", "H", "C", "C", "C", "O", "C", "O", "O", "H", "H", "H", "H", "H", "H", "C", "C", "C", "O", "C", "O", "O", "H", "H", "H", "H", "H", "H", "C", "C", "C", "O", "C", "O", "O", "H", "H", "H", "H", "H", "H", "C", "C", "C", "O", "C", "O", "O", "H", "H", "H", "H", "H", "H", "C", "C", "C", "O", "C", "O", "O", "H", "H", "H", "H", "H", "H"], "positions_angstrom": [[2.08705, -0.56383, -0.44780], [1.22986, -0.38538, -1.71780], [-0.21771, -0.93563, -1.40658], [-0.38826, -2.31828, -1.32520], [-1.68804, 0.31094, -0.98685], [-0.76914, 1.18993, 0.25524], [-2.48673, -0.73327, 0.37251], [-3.48947, -1.83038, 0.03691], [-3.75526, -2.65647, 1.28098], [-5.24384, -3.66254, 1.15054], [-2.87573, -0.47258, -2.23134], [-2.41700, -0.42862, -3.45023], [-3.17497, -0.89278, -4.26228], [-3.51952, 1.91618, -0.77410], [-3.92855, 2.16673, -2.33377], [-4.89290, 1.24451, -0.15011], [-3.31262, 3.67606, 0.11532], [1.83817, 0.20583, 0.28271], [3.16028, -0.49217, -0.63280], [1.90969, -1.52952, 0.03243], [1.21258, 0.66820, -2.00375], [1.64372, -0.96977, -2.54505], [-0.07056, -2.74860, -0.53209], [-1.31448, 1.24936, -2.00783], [-0.20546, 1.93060, -0.14542], [-0.15539, 0.56020, 0.75780], [-2.92531, -0.03049, 1.08685], [-1.61704, -1.18797, 0.87340], [-4.42155, -1.38973, -0.31506], [-3.09594, -2.46794, -0.75355], [-2.94501, -3.35608, 1.48353], [-3.88788, -2.02692, 2.16049], [-4.43706, 2.98300, -2.39750], [-5.20175, 1.82725, 0.55349], [-1.12738, 0.21844, 5.75845], [-0.00157, 0.12675, 4.76275], [-0.40779, 0.15607, 3.30310], [0.61262, -0.65414, 2.68659], [1.09305, -1.50086, 3.62027], [1.80503, -2.42772, 3.38002], [0.66143, -1.15761, 4.84721], [-0.73233, 0.34217, 6.76415], [-1.75162, 1.07987, 5.51168], [-1.74215, -0.68074, 5.71769], [0.75869, 0.88746, 4.96075], [-0.41045, 1.14256, 2.84956], [-1.37803, -0.31783, 3.13582], [4.37190, -4.16998, 3.80629], [5.57112, -3.86739, 2.95000], [6.89578, -3.81382, 3.69180], [7.63811, -2.84262, 2.94939], [6.74866, -2.02657, 2.32573], [7.04905, -1.00654, 1.78967], [5.50707, -2.52814, 2.40942], [3.47404, -4.31886, 3.21347], [4.56860, -5.07225, 4.38967], [4.17716, -3.33985, 4.48443], [5.64282, -4.54972, 2.09833], [7.44156, -4.75343, 3.69851], [6.76113, -3.45015, 4.71420], [9.87335, 0.52728, 1.21893], [10.19400, 1.74125, 0.39071], [11.48858, 1.67194, -0.40036], [11.92222, 3.03451, -0.42378], [11.37993, 3.66810, 0.64688], [11.69153, 4.75557, 1.01237], [10.44967, 2.88804, 1.23241], [8.88139, 0.58518, 1.65721], [9.90099, -0.36645, 0.59375], [10.60985, 0.42418, 2.01739], [9.36150, 2.00721, -0.26621], [11.36964, 1.31594, -1.41991], [12.23926, 1.07175, 0.12165], [1.59550, 4.45019, 9.77142], [2.02520, 3.10769, 9.24156], [1.97998, 2.95673, 7.73022], [1.66698, 1.57101, 7.56596], [1.02661, 1.14299, 8.68299], [0.47144, 0.09719, 8.77618], [1.10298, 2.07884, 9.65377], [1.75896, 4.52119, 10.84504], [2.16913, 5.23888, 9.28203], [0.53617, 4.60769, 9.56832], [3.01042, 2.82446, 9.62241], [2.91932, 3.17326, 7.22942], [1.17573, 3.55540, 7.29380], [-4.36074, 0.31815, -7.07577], [-3.70720, -0.07392, -8.37157], [-4.32208, 0.54945, -9.61321], [-4.11735, -0.46240, -10.61071], [-4.01464, -1.65563, -9.97909], [-4.02692, -2.71062, -10.53430], [-3.89917, -1.48210, -8.65099], [-3.81569, -0.04228, -6.20601], [-4.42227, 1.40706, -7.01686], [-5.37074, -0.08822, -7.05196], [-2.62760, 0.09878, -8.34834], [-3.83804, 1.46786, -9.93454], [-5.39383, 0.71627, -9.48729], [-10.55672, -0.03447, -5.70113], [-9.78484, -0.20977, -6.98226], [-8.44178, -0.90648, -6.84386], [-7.66800, -0.28635, -7.87517], [-8.18711, 0.93582, -8.12477], [-7.66022, 1.77066, -8.78834], [-9.38549, 1.07018, -7.51575], [-11.55017, 0.36811, -5.89044], [-10.66317, -0.99902, -5.20229], [-10.02354, 0.64578, -5.03712], [-10.38957, -0.69909, -7.75118], [-8.46941, -1.97866, -7.01466], [-7.97473, -0.69409, -5.87861]]}

Entry 2:
{"formula": "C20H21N3O3S", "method": "ωB97M-V/def2-TZVPD", "orbital_gap_ev": 8.67, "e_homo_ev": -8.107, "fmax_ha_per_bohr": 0.0285, "energy_ev": -42529.3272, "species": ["C", "C", "C", "C", "C", "C", "C", "H", "H", "C", "N", "C", "C", "O", "C", "H", "H", "H", "C", "H", "H", "S", "O", "C", "C", "O", "N", "H", "C", "C", "N", "C", "C", "C", "C", "H", "H", "H", "H", "H", "H", "H", "H", "H", "H", "H", "H", "H"], "positions_angstrom": [[-4.36375, -3.41931, 1.33414], [-3.01330, -2.99571, 0.84531], [-2.09216, -3.93023, 0.38644], [-0.83895, -3.53998, -0.04042], [-0.48275, -2.19196, -0.02336], [-1.40261, -1.24506, 0.42918], [-2.64805, -1.65229, 0.86000], [-3.35445, -0.91862, 1.22239], [-1.12832, -0.20189, 0.42859], [0.83644, -1.77758, -0.44002], [1.28646, -0.55348, -0.49698], [2.59415, -0.65701, -0.89377], [2.89365, -1.98453, -1.05129], [1.77125, -2.68933, -0.77664], [4.14332, -2.68915, -1.42309], [3.95558, -3.75778, -1.47528], [4.90677, -2.49411, -0.67136], [4.50955, -2.33948, -2.38766], [3.50090, 0.49562, -0.97945], [2.99696, 1.41792, -1.24779], [4.32816, 0.29450, -1.65724], [4.30288, 0.77462, 0.70291], [4.68214, -0.56415, 1.15607], [2.73294, 1.16857, 1.62592], [2.12993, 2.44472, 1.09518], [2.54774, 3.54239, 1.41698], [1.13199, 2.26005, 0.21032], [0.83330, 1.32300, -0.05571], [0.47774, 3.37999, -0.41613], [-1.02274, 3.25782, -0.42008], [-1.53101, 2.03436, -0.45660], [-2.84464, 1.89482, -0.51909], [-3.72562, 2.96285, -0.54085], [-3.19748, 4.24446, -0.49230], [-1.82391, 4.39722, -0.43425], [-1.37385, 5.37734, -0.39831], [-3.84607, 5.10853, -0.50008], [-4.79052, 2.79870, -0.59243], [-3.19944, 0.87352, -0.56081], [0.80954, 3.47259, -1.46234], [0.79193, 4.28144, 0.11832], [2.07049, 0.31114, 1.54269], [3.05504, 1.30755, 2.65689], [-0.12811, -4.27363, -0.38944], [-2.36014, -4.97693, 0.36651], [-5.13214, -2.72794, 0.99390], [-4.37965, -3.42391, 2.42446], [-4.60918, -4.41968, 0.98658]]}

Entry 3:
{"formula": "C33H28BrI2N4O4S2Tb", "method": "ωB97M-V/def2-TZVPD", "orbital_gap_ev": [6.97, 6.99], "e_homo_ev": [-7.035, -7.045], "spin_multiplicity": 7, "fmax_ha_per_bohr": 0.1105, "energy_ev": -179176.6355, "species": ["Tb", "Br", "C", "C", "C", "C", "C", "C", "C", "C", "C", "C", "H", "H", "H", "H", "H", "H", "I", "C", "C", "C", "I", "C", "C", "C", "C", "N", "C", "C", "O", "H", "H", "H", "H", "O", "C", "C", "C", "C", "C", "C", "C", "O", "N", "N", "C", "S", "C", "C", "S", "H", "H", "H", "H", "H", "H", "H", "H", "H", "C", "N", "C", "C", "C", "O", "H", "H", "H", "H", "H", "H", "H", "H", "H"], "positions_angstrom": [[0.13931, 0.01185, 0.33586], [0.12596, -0.64717, 3.24293], [0.35715, -2.56054, 3.06688], [0.48006, -3.23902, 4.23891], [0.62465, -4.64172, 4.19758], [0.63729, -5.28499, 2.99503], [0.50525, -4.56926, 1.77971], [0.50090, -5.25147, 0.53900], [0.36812, -4.55362, -0.62350], [0.23184, -3.14623, -0.59588], [0.19932, -2.40748, 0.56778], [0.35686, -3.15226, 1.77862], [0.46267, -2.71683, 5.18538], [0.72554, -5.19247, 5.12360], [0.74888, -6.36229, 2.95221], [0.60801, -6.33014, 0.53676], [0.37326, -5.07480, -1.57467], [0.12771, -2.64253, -1.55619], [5.12512, -1.44545, 0.94851], [4.34559, 0.38549, 1.57612], [5.13831, 1.28126, 2.30878], [4.63486, 2.48638, 2.71505], [5.89330, 3.77745, 3.78692], [3.29723, 2.84258, 2.41910], [2.67346, 4.05466, 2.79426], [1.36795, 4.28408, 2.46741], [0.65393, 3.29555, 1.76997], [1.19459, 2.16062, 1.39904], [2.50452, 1.92147, 1.69441], [3.03338, 0.66653, 1.22582], [2.29347, -0.12338, 0.50852], [6.15809, 1.01085, 2.54506], [3.24185, 4.79374, 3.34333], [0.87621, 5.20623, 2.74357], [-0.39041, 3.43850, 1.51626], [-1.04794, 3.87899, -1.58750], [-2.28914, 3.54553, -2.01219], [-2.91985, 4.40638, -2.90367], [-4.18515, 4.11536, -3.37650], [-4.84590, 2.95970, -2.96555], [-4.22732, 2.10102, -2.08179], [-2.94190, 2.36995, -1.58757], [-2.28992, 1.44965, -0.65591], [-1.13332, 1.75456, -0.13926], [-2.93596, 0.31605, -0.35843], [-2.34198, -0.49943, 0.48970], [-3.20967, -1.55514, 0.78778], [-2.84111, -2.72556, 1.99738], [-4.57929, -3.18042, 2.22230], [-5.19690, -3.21301, 0.83848], [-4.76614, -1.66311, 0.00393], [-0.79354, 3.19382, -0.93181], [-2.39658, 5.30245, -3.21115], [-4.66415, 4.79799, -4.06705], [-5.83767, 2.73730, -3.33579], [-4.71678, 1.19656, -1.74932], [-5.06411, -2.43908, 2.85738], [-4.60034, -4.15449, 2.70978], [-6.28394, -3.27975, 0.87684], [-4.80336, -4.04729, 0.25772], [3.18984, 1.05821, -4.18517], [2.19676, 1.09282, -3.11777], [2.24879, 2.16563, -2.12440], [1.28512, 0.13420, -2.96689], [1.19442, -0.96548, -3.98492], [0.51689, 0.12912, -1.98840], [3.95406, 1.79814, -3.96787], [2.75025, 1.29908, -5.15449], [3.67369, 0.08467, -4.24371], [2.88776, 2.95991, -2.49950], [2.64778, 1.79772, -1.17922], [1.25048, 2.56679, -1.96074], [1.45108, -0.63917, -4.98943], [0.17915, -1.35297, -3.97216], [1.87164, -1.77229, -3.69526]]}

Entry 4:
{"formula": "C4H11N4", "method": "ωB97M-V/def2-TZVPD", "orbital_gap_ev": 7.25, "total_charge": 1, "e_homo_ev": -11.921, "fmax_ha_per_bohr": 0.1176, "energy_ev": -10275.4133, "species": ["C", "C", "C", "C", "N", "N", "N", "N", "H", "H", "H", "H", "H", "H", "H", "H", "H", "H", "H"], "positions_angstrom": [[0.07804, 1.56801, -0.17889], [2.26726, -0.60043, -0.67250], [0.68838, -0.07188, 1.60810], [0.73961, -0.61002, -0.71327], [-3.71836, -1.06285, 0.03616], [-3.06663, -0.08371, -0.30287], [0.27415, 0.41564, 0.28576], [-0.47392, 2.60592, -0.34899], [2.59258, 0.38248, -0.54459], [2.75446, -1.22639, 0.02477], [2.60433, -0.92040, -1.71747], [0.22322, 0.74544, 2.23366], [0.10947, -0.91148, 1.86258], [1.69260, -0.06783, 1.80949], [0.43190, -0.61447, -1.75256], [0.34788, -1.66147, -0.39119], [-3.30463, -2.01797, 0.03021], [-0.75161, 3.27923, -0.97227], [-3.48872, 0.85219, -0.29613]]}